No. 1
C24H26N4S2SiTc | wB97M-V/def2-TZVPD

Atoms and positions in Å:
C (0.520, -0.918, -0.418)
C (1.523, 0.084, -0.221)
C (1.613, 0.365, 1.170)
H (2.068, 0.588, -1.024)
C (0.714, -0.497, 1.868)
C (0.032, -1.297, 0.875)
H (-0.708, -2.070, 1.082)
H (0.213, -1.354, -1.361)
H (2.243, 1.125, 1.616)
H (0.544, -0.551, 2.932)
Tc (-0.455, 0.751, 0.576)
C (-1.421, 2.428, -0.121)
H (-1.844, 3.091, 0.638)
H (-2.320, 2.184, -0.693)
H (-1.055, 3.226, -0.831)
Si (0.793, 2.440, -3.471)
C (-0.785, 2.023, -4.281)
C (-0.353, 1.189, -5.359)
H (0.707, 0.946, -5.477)
C (-1.276, 0.705, -6.291)
H (-0.902, 0.099, -7.114)
C (-2.639, 1.020, -6.125)
H (-3.355, 0.601, -6.839)
C (-3.085, 1.811, -5.055)
H (-4.162, 2.040, -4.942)
C (-2.162, 2.336, -4.119)
H (-2.503, 3.000, -3.307)
C (1.241, 4.019, -2.821)
C (1.836, 4.501, -4.036)
H (1.417, 4.240, -5.017)
C (2.996, 5.272, -3.926)
H (3.492, 5.605, -4.850)
C (3.488, 5.615, -2.648)
H (4.427, 6.186, -2.589)
C (2.778, 5.269, -1.464)
H (3.133, 5.659, -0.486)
C (1.619, 4.480, -1.539)
H (1.022, 4.236, -0.665)
H (0.286, 1.916, -0.316)
H (1.912, 1.685, -3.775)
N (0.231, 2.801, 3.132)
C (-0.852, 2.042, 3.286)
N (-1.326, 1.202, 2.338)
C (-2.589, 0.664, 2.563)
C (-3.102, 1.139, 3.736)
S (-1.998, 2.184, 4.571)
C (-3.113, -0.095, 1.465)
C (-4.308, -0.741, 1.274)
S (-4.403, -1.458, -0.290)
C (-2.838, -0.769, -0.708)
N (-2.295, -0.113, 0.336)
N (-2.402, -0.850, -1.959)
H (0.496, 3.376, 3.942)
H (0.772, 2.857, 2.277)
H (-4.057, 0.803, 4.089)
H (-5.052, -0.782, 2.053)
H (-2.965, -1.352, -2.611)
H (-1.539, -0.402, -2.298)

Total charge = +2
Multiplicity = 4
Frontier orbital gap (alpha / beta) = 5.58 / 3.30 eV


No. 2
C24H27Br4F5N4O3SbSc | wB97M-V/def2-TZVPD

Atoms and positions in Å:
Sc (-0.844, 0.121, -0.119)
Br (-2.101, 6.277, -2.819)
C (-1.434, 4.905, -1.740)
C (-0.467, 5.173, -0.748)
Br (0.135, 6.905, -0.475)
C (0.022, 4.210, 0.087)
Br (1.052, 4.491, 1.555)
C (-0.389, 2.878, -0.117)
O (0.275, 1.838, 0.381)
C (-1.520, 2.640, -0.976)
O (-2.172, 1.494, -0.987)
C (-2.005, 3.657, -1.855)
Br (-2.893, 3.147, -3.454)
C (5.965, -1.177, -1.230)
C (5.579, -0.359, 0.001)
Sb (3.416, -0.042, 0.050)
C (3.079, 1.496, -1.707)
C (3.537, 2.847, -1.264)
C (3.675, 1.216, 1.842)
C (4.154, 0.385, 2.995)
H (7.040, -1.336, -1.304)
H (5.593, -0.730, -2.163)
H (5.458, -2.142, -1.237)
H (6.061, 0.631, 0.045)
H (5.703, -0.945, 0.933)
H (2.031, 1.344, -1.885)
H (3.653, 0.958, -2.448)
H (2.928, 3.159, -0.390)
H (3.388, 3.582, -2.105)
H (4.598, 2.832, -1.016)
H (2.664, 1.621, 1.997)
H (4.348, 1.975, 1.500)
H (3.742, -0.620, 3.060)
H (3.985, 0.877, 3.970)
H (5.225, 0.175, 2.894)
F (1.109, -5.672, -1.321)
C (1.644, -4.645, -0.617)
C (2.253, -3.258, -0.895)
F (3.114, -2.741, -1.872)
C (1.886, -2.373, 0.022)
F (3.751, -1.717, 1.527)
C (0.746, -2.492, 0.927)
O (-0.306, -1.734, 0.779)
C (0.618, -3.812, 1.579)
F (-0.220, -4.507, 2.446)
C (0.997, -4.440, 0.480)
F (0.380, -0.341, -1.555)
C (-3.244, -1.843, 1.215)
N (-4.604, -2.329, 1.243)
C (-5.001, -2.705, -0.097)
N (-4.890, -1.581, -1.045)
C (-3.504, -1.056, -1.064)
N (-3.081, -0.686, 0.308)
C (-4.047, 0.373, 0.782)
N (-5.415, -0.112, 0.794)
C (-5.503, -1.226, 1.679)
C (-5.761, -0.530, -0.567)
H (-2.569, -2.615, 0.890)
H (-3.009, -1.511, 2.245)
H (-6.053, -3.013, -0.115)
H (-4.398, -3.559, -0.416)
H (-3.452, -0.178, -1.725)
H (-2.863, -1.848, -1.446)
H (-4.000, 1.273, 0.182)
H (-3.797, 0.600, 1.837)
H (-6.537, -1.650, 1.657)
H (-5.269, -0.991, 2.709)
H (-5.647, 0.328, -1.228)
H (-6.808, -0.893, -0.610)

Total charge = 0
Frontier orbital gap (alpha / beta) = 4.19 / 4.23 eV
ΔE to the lowest compared entry with this formula, charge and spin = 355.8 kJ/mol


No. 3
C24H27BrGeMgN3O2 | wB97M-V/def2-TZVPD

Atoms and positions in Å:
Mg (1.258, 2.415, 0.099)
C (1.216, 2.439, 3.240)
O (1.165, 1.411, 2.264)
C (0.395, 0.321, 2.515)
C (0.031, -0.120, 3.771)
C (-0.776, -1.257, 3.865)
Br (-1.310, -1.864, 5.607)
C (-1.228, -1.957, 2.748)
C (-0.839, -1.501, 1.490)
C (-0.047, -0.337, 1.355)
O (0.359, 0.179, 0.195)
C (-1.262, -2.212, 0.272)
N (-0.967, -1.786, -0.906)
C (-1.510, -2.684, -1.796)
C (-1.471, -2.737, -3.185)
C (-2.118, -3.789, -3.822)
C (-2.793, -4.772, -3.100)
C (-2.822, -4.747, -1.720)
C (-2.157, -3.704, -1.073)
N (-1.974, -3.383, 0.264)
H (1.809, 2.127, 4.094)
H (0.215, 2.673, 3.580)
H (1.639, 3.306, 2.759)
H (0.317, 0.429, 4.662)
H (-1.879, -2.796, 2.895)
H (-0.079, -0.372, -0.531)
H (-0.984, -1.956, -3.731)
H (-2.099, -3.807, -4.894)
H (-3.292, -5.561, -3.614)
H (-3.345, -5.502, -1.126)
H (-2.403, -3.842, 1.054)
C (3.521, -1.154, 0.609)
Ge (3.734, 0.146, -0.875)
C (2.512, -0.336, -2.394)
C (5.586, -0.051, -1.565)
C (3.418, 1.926, -0.248)
H (3.731, -2.173, 0.228)
H (2.507, -1.141, 0.994)
H (4.249, -0.931, 1.415)
H (2.780, -1.270, -2.867)
H (2.605, 0.453, -3.151)
H (1.461, -0.369, -2.088)
H (5.870, -1.077, -1.888)
H (6.261, 0.294, -0.784)
H (5.722, 0.602, -2.424)
H (3.974, 2.650, -0.872)
H (3.881, 2.016, 0.754)
N (-0.133, 3.705, 0.045)
C (-1.444, 3.799, -0.052)
C (-2.184, 4.910, -0.600)
C (-3.552, 4.904, -0.744)
C (-4.346, 3.846, -0.303)
C (-3.683, 2.756, 0.285)
C (-2.318, 2.743, 0.383)
H (-1.593, 5.753, -0.950)
H (-4.072, 5.753, -1.179)
H (-5.437, 3.878, -0.410)
H (-4.266, 1.898, 0.637)
H (-1.833, 1.856, 0.813)

Total charge = -1
Frontier orbital gap = 3.73 eV
ΔE to the lowest compared entry with this formula, charge and spin = 0.0 kJ/mol


No. 4
C24H27CrN5O6S | wB97M-V/def2-TZVPD

Atoms and positions in Å:
Cr (-0.826, 2.027, -0.272)
O (-0.559, 2.408, -2.077)
C (0.402, 3.072, -2.733)
C (0.213, 3.438, -4.050)
C (1.179, 4.205, -4.692)
C (2.352, 4.619, -4.045)
C (2.565, 4.206, -2.762)
C (1.636, 3.420, -2.072)
C (1.912, 3.123, -0.697)
N (1.107, 2.535, 0.075)
C (1.482, 2.207, 1.486)
C (0.363, 2.567, 2.401)
N (-0.882, 2.163, 1.758)
C (-1.892, 1.863, 2.487)
C (-3.181, 1.755, 2.015)
C (-4.199, 1.430, 2.942)
C (-5.512, 1.345, 2.582)
C (-5.912, 1.663, 1.257)
C (-4.935, 1.996, 0.323)
C (-3.566, 2.024, 0.664)
O (-2.704, 2.257, -0.281)
H (-0.714, 3.194, -4.543)
H (1.039, 4.507, -5.733)
H (3.093, 5.249, -4.536)
H (3.485, 4.468, -2.227)
H (2.917, 3.449, -0.315)
H (2.451, 2.643, 1.678)
H (1.625, 1.137, 1.474)
H (0.333, 3.641, 2.641)
H (0.593, 2.104, 3.364)
H (-1.818, 1.755, 3.591)
H (-3.851, 1.208, 3.980)
H (-6.303, 1.031, 3.303)
H (-6.986, 1.580, 1.047)
H (-5.138, 2.245, -0.712)
C (4.211, -4.933, 1.719)
C (3.107, -5.840, 1.185)
S (2.249, -5.169, -0.218)
O (3.194, -4.630, -1.164)
O (1.280, -6.172, -0.611)
C (1.352, -3.751, 0.284)
C (0.496, -3.286, -0.904)
N (-0.285, -2.091, -0.504)
C (-0.032, -0.849, -0.931)
N (-0.848, 0.035, -0.357)
C (-1.732, -0.692, 0.408)
C (-1.346, -1.995, 0.322)
N (-2.133, -3.091, 0.898)
O (-1.762, -4.243, 0.734)
O (-3.072, -2.717, 1.588)
C (1.103, -0.510, -1.814)
H (4.786, -5.487, 2.477)
H (3.813, -4.025, 2.192)
H (4.961, -4.680, 0.958)
H (2.316, -6.014, 1.916)
H (3.415, -6.819, 0.793)
H (2.063, -3.022, 0.654)
H (0.681, -4.014, 1.124)
H (-0.250, -4.039, -1.182)
H (1.052, -2.982, -1.765)
H (-2.574, -0.359, 0.966)
H (1.102, -0.998, -2.757)
H (2.058, -0.766, -1.324)
H (1.025, 0.604, -2.009)

Total charge = +1
Multiplicity = 4
Frontier orbital gap (alpha / beta) = 7.52 / 7.55 eV
ΔE to the lowest compared entry with this formula, charge and spin = 0.0 kJ/mol


No. 5
C24H27F3I4NO7 | wB97M-V/def2-TZVPD

Atoms and positions in Å:
C (-1.462, -2.540, 1.244)
C (-0.617, -1.892, 0.465)
C (0.066, -0.568, 0.776)
C (-0.708, 0.235, 1.841)
C (-2.191, 0.509, 1.614)
C (-2.586, 1.117, 0.281)
O (-2.907, 2.267, 0.127)
O (-2.551, 0.192, -0.655)
C (0.257, 0.171, -0.566)
C (1.560, 0.982, -0.570)
C (1.299, 2.432, -0.867)
I (0.473, 3.609, 0.643)
C (1.377, 2.956, -2.080)
C (0.960, 4.343, -2.477)
I (2.054, 1.791, -3.691)
N (2.199, 0.640, 0.770)
C (3.684, 0.590, 0.803)
C (4.412, 1.945, 0.831)
O (3.523, 2.926, 1.293)
C (5.094, 2.320, -0.483)
F (6.000, 3.292, -0.270)
F (5.734, 1.258, -1.004)
F (4.228, 2.773, -1.403)
C (1.531, -0.677, 1.307)
C (2.354, -1.980, 1.138)
I (1.748, -3.286, 2.712)
C (2.454, -2.561, -0.302)
C (3.909, -2.608, -0.818)
I (1.621, -4.503, -0.634)
H (-1.949, -3.442, 0.891)
H (-1.749, -2.203, 2.233)
H (-0.438, -2.286, -0.531)
H (-0.627, -0.349, 2.768)
H (-0.196, 1.185, 2.039)
H (-2.771, -0.412, 1.720)
H (-2.539, 1.205, 2.381)
H (-3.134, 0.417, -1.439)
H (0.323, -0.561, -1.376)
H (-0.582, 0.809, -0.833)
H (2.225, 0.565, -1.329)
H (0.848, 4.432, -3.556)
H (0.000, 4.599, -2.021)
H (1.716, 5.068, -2.157)
H (1.875, 1.375, 1.414)
H (3.998, -0.021, -0.042)
H (3.961, 0.063, 1.714)
H (5.247, 1.843, 1.537)
H (3.612, 3.767, 0.826)
H (1.526, -0.487, 2.384)
H (3.375, -1.801, 1.464)
H (1.852, -1.934, -0.959)
H (4.334, -3.609, -0.746)
H (3.949, -2.323, -1.872)
H (4.569, -1.939, -0.259)
C (-7.499, -1.691, -0.474)
C (-6.799, -0.990, -1.481)
C (-5.248, -0.977, -1.359)
O (-4.548, -0.421, -2.252)
C (-4.690, -1.579, -0.238)
C (-5.371, -2.257, 0.791)
C (-6.921, -2.360, 0.629)
O (-7.551, -3.008, 1.480)
O (-4.805, -2.747, 1.783)
O (-7.315, -0.395, -2.440)
H (-8.583, -1.734, -0.539)
H (-3.611, -1.533, -0.179)

Total charge = -1
Frontier orbital gap = 2.46 eV


No. 6
C24H27F3NO7S3 | wB97M-V/def2-TZVPD

Atoms and positions in Å:
C (-2.392, 5.412, -1.798)
C (-2.257, 4.071, -1.145)
O (-1.048, 4.104, -0.365)
C (-0.933, 2.916, 0.273)
C (0.324, 2.794, 1.109)
C (1.449, 1.860, 0.626)
O (1.702, 1.655, -0.613)
C (2.614, 1.812, 1.662)
C (3.790, 2.568, 1.050)
C (3.714, 4.096, 1.068)
C (2.624, 4.696, 0.183)
C (1.412, 5.167, 0.989)
C (0.695, 4.036, 1.801)
O (-1.892, 2.130, 0.148)
H (-3.306, 5.461, -2.395)
H (-2.424, 6.205, -1.049)
H (-1.557, 5.627, -2.470)
H (-3.117, 3.845, -0.506)
H (-2.195, 3.296, -1.917)
H (2.280, 2.206, 2.639)
H (2.917, 0.769, 1.826)
H (4.635, 2.285, 1.684)
H (3.938, 2.229, 0.013)
H (3.608, 4.453, 2.102)
H (4.677, 4.459, 0.693)
H (3.022, 5.550, -0.387)
H (2.284, 3.936, -0.533)
H (1.735, 5.932, 1.710)
H (0.683, 5.631, 0.315)
H (-0.247, 4.502, 2.124)
H (1.259, 3.812, 2.716)
F (-0.804, 1.426, 3.156)
C (-0.540, 0.351, 2.379)
F (0.349, -0.456, 3.071)
F (-1.689, -0.331, 2.153)
S (0.142, 0.605, 0.857)
N (0.042, -3.953, -1.474)
S (1.122, -4.354, -0.352)
C (0.230, -5.820, 0.195)
C (0.533, -6.365, 1.454)
C (-0.140, -7.516, 1.901)
C (-1.116, -8.135, 1.103)
C (-1.406, -7.575, -0.148)
C (-0.708, -6.450, -0.616)
O (2.358, -4.845, -0.929)
O (1.170, -3.427, 0.758)
S (0.412, -2.942, -2.722)
C (-1.122, -2.098, -2.399)
C (-2.247, -2.874, -2.107)
C (-3.340, -2.253, -1.508)
C (-3.310, -0.865, -1.300)
C (-2.219, -0.104, -1.736)
C (-1.127, -0.711, -2.342)
O (1.503, -2.021, -2.480)
O (0.339, -3.611, -4.002)
H (1.279, -5.865, 2.079)
H (0.088, -7.921, 2.895)
H (-1.641, -9.020, 1.468)
H (-2.193, -8.009, -0.751)
H (-0.890, -6.032, -1.597)
H (-2.239, -3.948, -2.272)
H (-4.207, -2.851, -1.218)
H (-4.150, -0.372, -0.809)
H (-2.205, 0.965, -1.577)
H (-0.268, -0.138, -2.680)

Total charge = -1
Frontier orbital gap = 5.23 eV
ΔE to the lowest compared entry with this formula, charge and spin = 398.7 kJ/mol


No. 7
C24H27FN5PdS2 | wB97M-V/def2-TZVPD

Atoms and positions in Å:
Pd (0.033, -1.125, 1.357)
C (2.666, -0.049, -2.000)
C (1.307, 0.659, -2.062)
C (0.959, 1.038, -3.503)
C (1.310, 1.831, -1.106)
C (2.183, 2.888, -1.289)
C (2.315, 3.884, -0.338)
C (1.622, 3.769, 0.857)
C (0.725, 2.738, 1.073)
C (0.046, 2.639, 2.424)
C (0.444, 1.358, 3.169)
C (-1.480, 2.730, 2.344)
C (0.502, 1.783, 0.053)
N (-0.450, 0.813, 0.259)
C (-1.618, 0.784, -0.361)
C (-2.017, 1.677, -1.397)
C (-3.267, 1.628, -1.962)
C (-4.222, 0.710, -1.542)
C (-3.892, -0.166, -0.515)
C (-2.639, -0.128, 0.039)
F (-2.380, -0.981, 1.101)
H (2.700, -0.886, -2.698)
H (2.822, -0.441, -0.996)
H (3.481, 0.635, -2.239)
H (0.561, -0.046, -1.689)
H (1.692, 1.733, -3.908)
H (-0.024, 1.502, -3.554)
H (0.956, 0.151, -4.139)
H (2.771, 2.943, -2.197)
H (2.978, 4.722, -0.508)
H (1.770, 4.500, 1.643)
H (0.389, 3.499, 3.020)
H (0.308, 0.467, 2.501)
H (-0.187, 1.243, 4.052)
H (1.485, 1.410, 3.484)
H (-1.892, 1.837, 1.885)
H (-1.790, 3.595, 1.759)
H (-1.893, 2.824, 3.350)
H (-1.301, 2.425, -1.712)
H (-3.519, 2.330, -2.748)
H (-5.207, 0.690, -1.983)
H (-4.612, -0.874, -0.130)
N (0.321, -2.599, 4.185)
C (0.537, -3.513, 3.215)
N (0.631, -3.185, 1.980)
C (0.836, -4.235, 1.140)
C (0.939, -5.437, 1.769)
S (0.771, -5.245, 3.492)
C (0.749, -3.925, -0.279)
C (1.328, -4.535, -1.348)
S (0.828, -3.775, -2.827)
C (-0.171, -2.666, -1.848)
N (-0.064, -2.869, -0.586)
N (-1.038, -1.805, -2.418)
H (-0.005, -1.716, 3.769)
H (-0.092, -2.891, 5.055)
H (1.039, -6.413, 1.345)
H (2.024, -5.352, -1.368)
H (-0.810, -1.419, -3.319)
H (-1.461, -1.160, -1.752)

Total charge = -1
Frontier orbital gap = 4.66 eV
ΔE to the lowest compared entry with this formula, charge and spin = 95.1 kJ/mol


No. 8
C24H27N3O | wB97M-V/def2-TZVPD

Atoms and positions in Å:
C (-7.458, -2.328, 0.326)
N (-6.147, -2.942, 0.431)
C (-6.063, -4.255, -0.182)
C (-4.988, -2.209, 0.709)
C (-4.423, -2.227, 2.015)
C (-3.224, -1.600, 2.274)
C (-2.504, -0.936, 1.239)
C (-1.208, -0.400, 1.465)
C (-0.557, 0.417, 0.542)
C (0.789, 0.729, 0.613)
C (1.466, 1.585, -0.300)
C (2.884, 1.580, -0.344)
C (3.574, 2.296, -1.294)
C (2.877, 3.137, -2.203)
N (3.581, 3.863, -3.167)
C (4.015, 3.224, -4.397)
C (3.423, 5.303, -3.290)
C (1.465, 3.213, -2.118)
C (0.770, 2.438, -1.205)
C (-3.120, -0.851, -0.044)
C (-4.327, -1.470, -0.301)
H (-7.538, -1.471, 1.006)
H (-7.681, -1.990, -0.700)
H (-8.202, -3.085, 0.609)
H (-5.138, -4.749, 0.136)
H (-6.930, -4.841, 0.151)
H (-6.075, -4.196, -1.284)
H (-4.963, -2.761, 2.798)
H (-2.810, -1.604, 3.285)
H (-0.698, -0.648, 2.400)
H (-1.118, 0.814, -0.306)
H (1.406, 0.232, 1.361)
H (3.404, 0.949, 0.375)
H (4.663, 2.262, -1.333)
H (4.106, 2.142, -4.254)
H (3.302, 3.414, -5.218)
H (4.989, 3.639, -4.680)
H (3.188, 5.743, -2.313)
H (4.373, 5.718, -3.648)
H (2.629, 5.570, -4.005)
H (0.934, 3.865, -2.814)
H (-0.320, 2.477, -1.171)
H (-2.624, -0.303, -0.846)
H (-4.776, -1.409, -1.295)
N (3.059, -0.565, 2.322)
C (3.501, -1.535, 1.433)
O (3.148, -1.500, 0.238)
C (4.412, -2.553, 1.948)
C (4.863, -2.504, 3.240)
C (4.417, -1.470, 4.083)
C (3.502, -0.541, 3.564)
H (4.716, -3.300, 1.223)
H (5.562, -3.254, 3.605)
H (4.752, -1.373, 5.113)
H (3.126, 0.259, 4.212)

Total charge = 0
Frontier orbital gap = 3.48 eV
ΔE to the lowest compared entry with this formula, charge and spin = 486.8 kJ/mol


no.,strongest force on any atom (eV/A),molecular weight (u)
1,4.2,560.720
2,5.1,1000.827
3,1.6,566.318
4,2.5,565.572
5,1.0,1006.090
6,4.6,594.675
7,1.6,575.067
8,1.8,373.500